A cluster of 2 separate species, C9H22NO2 in total in a non-equilibrium geometry. Source: the Open Molecules 2025 dataset; level of theory: wB97M-V/def2-TZVPD.

Each atom is followed by the atoms it is bonded to, with distances in Å.
Atoms and positions in Å:
1 C 0.949 -3.606 -2.321  C6 1.566, H13 1.183, H14 1.040, H15 1.064
2 C 0.170 3.002 2.572  C8 1.477, H16 1.042, H17 1.155, H18 1.035
3 C 1.529 2.782 0.433  C8 1.541, H19 1.131, H20 1.039, H21 1.123
4 C -1.060 0.847 1.352  N10 1.473, H22 1.076, H23 1.178, H24 1.104
5 C 1.073 -0.418 1.714  N10 1.510, H25 1.109, H26 1.106, H27 1.097
6 C -0.231 -2.637 -2.670  C1 1.566, C7 1.453, H28 1.058, H29 1.113
7 C -1.220 -2.189 -1.704  C6 1.453, O12 1.527, H30 1.050, H31 1.138
8 C 1.018 2.131 1.732  C2 1.477, C3 1.541, N10 1.414, H32 1.107
9 C -1.291 0.146 -2.194  O11 1.268, O12 1.247, H33 1.092
10 N 0.411 0.900 1.390  C4 1.473, C5 1.510, C8 1.414
11 O -1.739 1.013 -3.004  C9 1.268, H34 1.038
12 O -1.901 -0.940 -2.256  C7 1.527, C9 1.247
13 H 1.589 -3.713 -3.310  C1 1.183
14 H 1.529 -3.157 -1.584  C1 1.040
15 H 0.542 -4.574 -2.146  C1 1.064
16 H -0.048 2.528 3.473  C2 1.042
17 H 0.778 3.915 2.931  C2 1.155
18 H -0.639 3.514 2.179  C2 1.035
19 H 2.638 2.767 0.212  C3 1.131
20 H 1.163 3.751 0.354  C3 1.039
21 H 1.018 2.166 -0.354  C3 1.123
22 H -1.497 0.467 0.445  C4 1.076
23 H -1.613 0.271 2.219  C4 1.178
24 H -1.431 1.887 1.375  C4 1.104
25 H 1.985 -0.510 1.091  C5 1.109
26 H 1.398 -0.502 2.768  C5 1.106
27 H 0.324 -1.214 1.612  C5 1.097
28 H -0.680 -3.134 -3.489  C6 1.058
29 H 0.214 -1.675 -3.010  C6 1.113
30 H -2.035 -2.843 -1.598  C7 1.050
31 H -0.670 -2.177 -0.708  C7 1.138
32 H 1.863 1.854 2.391  C8 1.107
33 H -0.404 0.450 -1.633  C9 1.092
34 H -2.641 0.770 -3.456  O11 1.038

The energy above the lowest of the compared OMol25 structures with the same formula, charge and spin is 295.7 kJ/mol. The LUMO energy comes out at -4.6 eV. The charge is +1. Its calculated total energy is -560.96359 Ha. The value obtained for the gap between HOMO and LUMO is 6.3 eV.